12
Properties=species:S:1:pos:R:3 method="wB97M-V/def2-TZVPD" total_charge=0 smiles="C/N=C/CC#N" relative_energy_kcal_mol=67.79
C -1.6931 -0.8128 0.2751
N -0.3839 -0.3181 -0.0398
C -0.0516 0.9059 -0.2153
C 1.4153 0.9351 -0.4064
C 1.5876 -0.6021 0.0817
N 2.2075 -1.5410 0.3734
H -2.1399 -1.2452 -0.6208
H -2.3441 -0.0156 0.6490
H -1.5807 -1.6015 1.0185
H -0.6297 1.7384 0.1941
H 1.6610 0.8603 -1.4684
H 1.9516 1.6966 0.1589

***

12
Properties=species:S:1:pos:R:3 method="wB97M-V/def2-TZVPD" total_charge=0 smiles=Cc1cnc[nH]1 relative_energy_kcal_mol=25.55
C -1.6916 1.4003 -0.1227
C -0.4982 0.4292 -0.0954
C 0.7166 0.5965 0.6952
N 1.5231 -0.4757 0.5682
C 0.8636 -1.3506 -0.2058
N -0.3455 -0.8800 -0.6699
H -1.4536 2.4629 0.3612
H -1.9632 1.6488 -1.1185
H -2.4412 0.9253 0.4479
H 0.7358 1.4591 1.3672
H 1.2299 -2.4129 -0.3947
H -0.6939 -1.0463 -1.5798

***

12
Properties=species:S:1:pos:R:3 method="wB97M-V/def2-TZVPD" total_charge=0 relative_energy_kcal_mol=108.19
C -1.7694 -0.0714 0.3236
C -0.3416 0.0577 0.1333
C 0.7129 -0.9102 -0.0898
N 1.8574 -0.1959 -0.0588
N 1.6614 1.1340 0.0583
C 0.3680 1.2935 0.1522
H -2.4776 0.6338 -0.1389
H -1.0706 -0.8125 -0.9217
H -2.3263 -0.8785 0.8075
H 0.6844 -1.9881 -0.2296
H 2.7718 -0.5318 -0.3209
H -0.0704 2.2694 0.2849

***

12
Properties=species:S:1:pos:R:3 method="wB97M-V/def2-TZVPD" total_charge=0 relative_energy_kcal_mol=87.70
N -0.5950 -0.4741 -1.5471
C -0.0039 0.3719 -0.6881
C 1.1849 -0.0747 0.0974
C 0.1619 -0.0460 1.2066
C -0.8835 1.0508 0.3444
N -1.8140 1.7496 0.6041
H -1.5368 -0.2794 -1.8552
H -0.1873 -1.3600 -1.8081
H 1.9778 0.6679 0.1888
H 1.5849 -1.0518 -0.1768
H -0.3435 -0.9919 1.3942
H 0.4047 0.5213 2.1026

***

13
Properties=species:S:1:pos:R:3 method="wB97M-V/def2-TZVPD" total_charge=0 relative_energy_kcal_mol=151.69
C -1.7674 0.3497 0.5056
O -1.7982 0.3393 -0.9338
C -0.6945 0.7063 -1.5422
N 0.3380 1.2086 -1.1222
N 1.5593 1.4182 -0.9602
C 1.7180 -1.4008 0.3269
C 1.2667 -2.3584 0.9015
H -2.7496 0.0053 0.8301
H -0.9814 -0.3235 0.8623
H -1.5867 1.3701 0.8604
H 1.7121 2.4322 -0.9574
H 2.1003 -0.5274 -0.1739
H 0.8832 -3.2197 1.4029

***

13
Properties=species:S:1:pos:R:3 method="wB97M-V/def2-TZVPD" total_charge=0 relative_energy_kcal_mol=133.99
C -2.3207 0.3138 -0.0749
O -1.4216 -0.3880 0.8265
C -0.0907 -0.1540 0.5682
N -0.0454 1.1188 0.8251
N 2.0869 0.9079 -0.2219
C 2.0492 -0.3877 -0.2885
C 0.8715 -1.0457 0.1408
H -3.1793 -0.3532 -0.1676
H -2.6040 1.2671 0.3709
H -1.8306 0.5189 -1.0338
H 2.9325 1.3097 -0.6393
H 2.8656 -0.9953 -0.7021
H 0.6937 -2.1041 0.1424

***

13
Properties=species:S:1:pos:R:3 method="wB97M-V/def2-TZVPD" total_charge=0 smiles="[H]/N=C(/C#N)OCC" relative_energy_kcal_mol=80.51
H 1.4689 -1.4084 0.3241
N 1.9256 -0.6229 0.7528
C 1.4063 0.5187 0.5184
C 2.6648 1.0720 0.0317
N 3.6696 1.1743 -0.5375
O 0.1367 0.8427 0.2109
C -0.6997 -0.3313 -0.0335
C -2.1401 0.0790 -0.2377
H -0.3147 -0.8153 -0.9377
H -0.6027 -1.0409 0.7950
H -2.1952 0.8272 -1.0298
H -2.7492 -0.7874 -0.5333
H -2.5702 0.4924 0.6766

***

13
Properties=species:S:1:pos:R:3 method="wB97M-V/def2-TZVPD" total_charge=0 smiles="C=CN(C=O)N=C" relative_energy_kcal_mol=104.47
C -0.5640 -1.5247 1.6701
C -0.3376 -0.2168 1.3300
N 0.0706 0.3746 -0.0280
C 0.6121 1.6663 0.0257
O 0.6523 2.4462 -0.8857
N -0.0235 -0.6544 -1.0142
C -0.1016 -0.3029 -2.2672
H -0.4571 -1.7995 2.6145
H -0.2346 -2.1536 0.7135
H -0.2355 0.4305 2.2279
H 0.7381 1.9556 1.0846
H 0.2680 0.7198 -2.4904
H -0.3873 -0.9412 -2.9807

***

13
Properties=species:S:1:pos:R:3 method="wB97M-V/def2-TZVPD" total_charge=0 relative_energy_kcal_mol=142.50
N -2.5504 0.5240 -1.1471
C -1.7345 0.2286 -0.3029
O -1.1545 -0.7421 0.3895
C 0.1569 -1.1568 -0.0276
C 1.2650 -0.2915 0.5827
C 1.5685 0.9166 -0.1920
N 1.8291 1.8481 -0.8258
H -1.8687 1.4977 -0.3472
H -1.1328 1.4192 0.3871
H 0.2098 -1.1739 -1.1204
H 0.2454 -2.1755 0.3520
H 0.9828 -0.0095 1.6022
H 2.1835 -0.8850 0.6497

***

13
Properties=species:S:1:pos:R:3 method="wB97M-V/def2-TZVPD" total_charge=0 smiles="C1=NN=CCOC1" relative_energy_kcal_mol=74.06
C -0.8292 -0.5946 -1.1149
N -0.5081 0.5602 -1.6279
N 0.6486 1.1419 -1.2060
C 0.8919 1.1794 0.0636
C -0.0282 0.6556 1.1648
O -0.0839 -0.7447 1.2102
C -0.0102 -1.3132 -0.1144
H -1.7780 -1.0179 -1.3757
H 1.7918 1.6193 0.3465
H -1.0235 1.1073 0.9680
H 0.2684 1.0723 2.1418
H 1.0285 -1.3403 -0.4773
H -0.3679 -2.3252 0.0212

***

13
Properties=species:S:1:pos:R:3 method="wB97M-V/def2-TZVPD" total_charge=0 smiles="NC1=C[C@@H](O)N=C1" relative_energy_kcal_mol=50.55
N -2.1145 0.5934 -0.5188
C -0.8339 0.1570 -0.2128
C 0.3162 0.8654 -0.1105
C 1.3989 -0.1381 0.0439
O 2.6256 0.2049 0.5874
N 0.7576 -1.4248 0.3379
C -0.4736 -1.2449 0.0015
H -2.8561 -0.0381 -0.2501
H -2.3054 1.5351 -0.2057
H 0.4478 1.9392 -0.1979
H 1.6256 -0.7038 -0.8920
H 2.5454 0.4360 1.5197
H -1.1292 -2.0946 -0.1725

***

13
Properties=species:S:1:pos:R:3 method="wB97M-V/def2-TZVPD" total_charge=0 smiles=Cc1cc(O)n[nH]1 relative_energy_kcal_mol=27.61
C -2.0120 -0.1593 -0.1360
C -0.5618 0.2211 -0.0888
C 0.4546 -0.1532 -0.9305
C 1.6199 -0.0089 -0.1417
O 2.8409 -0.4756 -0.4739
N 1.3834 0.5269 1.0338
N 0.0281 0.6369 1.0740
H -2.4625 -0.0566 0.8554
H -2.0471 -1.2256 -0.3866
H -2.6190 0.3755 -0.8695
H 0.3766 -0.5296 -1.9394
H 3.3325 -0.5373 0.3577
H -0.3336 1.3856 1.6453

***

13
Properties=species:S:1:pos:R:3 method="wB97M-V/def2-TZVPD" total_charge=0 smiles=Nc1cc[nH]c1O relative_energy_kcal_mol=21.14
N 1.4558 -1.3545 -0.1603
C 0.4211 -0.4168 0.1309
C -0.3149 -0.1237 1.3223
C -1.2064 0.8719 1.0203
N -1.0479 1.1965 -0.3138
C -0.0577 0.4248 -0.8373
O 0.3079 0.5402 -2.1358
H 1.0757 -2.1906 -0.5928
H 1.9346 -1.6502 0.6827
H -0.1838 -0.5825 2.2947
H -1.9406 1.3772 1.6304
H -1.5749 1.8776 -0.8339
H 1.1310 0.0301 -2.2073

***

13
Properties=species:S:1:pos:R:3 method="wB97M-V/def2-TZVPD" total_charge=0 relative_energy_kcal_mol=99.71
N 1.7629 0.8410 -0.4363
C 0.6296 0.3365 -0.6813
C 0.0429 -0.9509 -0.2309
O 0.8647 -1.9824 0.0010
C -1.2623 -0.7229 -0.0213
C -1.6254 0.6630 -0.4522
N -0.4952 1.1126 -1.0308
H 2.3424 0.1238 -0.0011
H 0.1879 1.3515 1.7263
H 0.3457 -2.7020 0.3858
H -1.9566 -1.4015 0.4601
H -0.5075 1.2493 1.5503
H -0.3290 2.0820 -1.2696

***

13
Properties=species:S:1:pos:R:3 method="wB97M-V/def2-TZVPD" total_charge=0 relative_energy_kcal_mol=105.17
C 1.1314 1.7922 -0.0482
O 1.4050 0.6534 0.4280
C 0.6165 -0.4389 0.2334
C 0.8937 -1.7465 0.6512
N -0.1472 -2.4963 0.2877
C -0.9879 -1.6108 -0.3183
N -0.5752 -0.3500 -0.3885
H 1.8101 2.5895 0.2372
H -2.2224 2.2332 -0.4033
H 0.2480 1.9066 -0.6744
H 1.7673 -2.1403 1.1562
H -1.9524 -1.9180 -0.7077
H -1.9868 1.5260 -0.4532

***

13
Properties=species:S:1:pos:R:3 method="wB97M-V/def2-TZVPD" total_charge=0 relative_energy_kcal_mol=80.49
O 0.0614 -0.0918 2.5185
C 0.0948 -0.2945 1.3304
N -0.4415 -1.3407 0.6193
C -0.5041 -1.0853 -0.8160
C 0.4392 0.1035 -0.9165
C 0.4930 1.8727 0.0442
N 0.6913 0.5378 0.3421
H -1.1195 -1.9127 1.0975
H -1.5325 -0.8906 -1.1418
H -0.1264 -1.9421 -1.3883
H 1.1610 0.2169 -1.7078
H 1.2204 2.6055 0.3929
H -0.4372 2.2214 -0.3746

***

13
Properties=species:S:1:pos:R:3 method="wB97M-V/def2-TZVPD" total_charge=0 relative_energy_kcal_mol=88.56
C -2.2886 0.4565 0.0545
C -0.9575 -0.1962 0.1547
O 0.0900 0.5647 0.0003
C 1.3304 0.1346 0.0066
N 1.5044 -1.2347 0.1918
C 2.3470 1.0718 -0.2301
N 3.2370 1.8063 -0.3941
H -2.2641 1.2547 -0.6952
H -3.0347 -0.2831 -0.2551
H -2.6296 0.8923 1.0060
H 0.9807 -1.7612 -0.5185
H -0.7949 -1.2024 0.5216
H 2.4799 -1.5031 0.1575

***

13
Properties=species:S:1:pos:R:3 method="wB97M-V/def2-TZVPD" total_charge=0 relative_energy_kcal_mol=63.98
N 0.8736 -1.4198 1.4196
C -0.1457 -0.7966 2.0333
O -0.5953 0.3244 1.4571
C -0.0912 0.8926 0.2527
C -0.7186 0.1910 -0.9557
C -0.2519 0.7858 -2.2092
N 0.1386 1.2779 -3.1800
H 1.4131 -1.2069 0.5801
H 1.1600 -2.2530 1.9082
H 1.0039 0.8619 0.2166
H -0.4016 1.9397 0.2809
H -0.4744 -0.8765 -0.9492
H -1.8085 0.2763 -0.8993

***

13
Properties=species:S:1:pos:R:3 method="wB97M-V/def2-TZVPD" total_charge=0 relative_energy_kcal_mol=72.45
H -0.7020 2.1339 0.9351
N -0.9047 1.2200 0.5267
C 0.1503 0.5387 0.3752
C 1.4976 0.9716 0.8048
C 0.0533 -0.7911 -0.2546
N -1.4199 -1.4776 0.2156
C -1.1178 -1.1769 -0.9399
O -1.6855 -1.4027 -2.0897
H 1.5641 1.8874 1.3982
H 2.1702 1.1331 -0.0420
H 1.9756 0.1887 1.3973
H 0.9611 -1.3856 -0.3776
H -2.5424 -1.8395 -1.9492

***

13
Properties=species:S:1:pos:R:3 method="wB97M-V/def2-TZVPD" total_charge=0 relative_energy_kcal_mol=142.39
C -2.4278 1.4304 -0.6918
C 0.4902 -1.0406 0.3591
C 0.0912 0.7258 0.7071
C -1.1243 1.5236 -1.2076
N -3.4935 1.1660 -0.3642
N -0.4296 -1.7440 -0.1940
O -0.0414 1.3307 -0.4891
H 1.4634 -1.0327 -0.1651
H 0.6581 -1.2863 1.3309
H -0.8643 0.9360 1.2140
H 0.8838 1.0319 1.3545
H -0.8481 1.8849 -2.1711
H -0.4468 -1.8446 -1.1856